# 1
Molecular formula: C33H26N4O4STl
Method: DFT, the ωB97M-V functional and the def2-TZVPD basis

Element x y z (Å)
Tl1 -1.316 0.572 -0.279
C1 1.212 3.556 0.349
O1 0.800 2.498 1.193
C2 0.108 2.801 2.325
C3 -0.014 4.091 2.824
C4 -0.689 4.317 4.019
C5 -1.238 3.254 4.714
C6 -1.118 1.966 4.209
C7 -0.452 1.713 3.017
N1 -0.357 0.415 2.433
N2 -0.304 -0.490 3.313
C8 -0.276 -1.810 2.975
C9 -0.492 -2.356 1.665
O2 -0.882 -1.718 0.659
C10 -0.253 -3.790 1.515
C11 0.037 -4.594 2.552
C12 0.139 -4.085 3.891
C13 0.397 -4.942 4.974
C14 0.483 -4.460 6.256
C15 0.312 -3.085 6.473
C16 0.068 -2.229 5.427
C17 -0.023 -2.700 4.097
H1 0.367 4.191 0.069
H2 1.618 3.086 -0.543
H3 1.987 4.164 0.824
H4 0.418 4.923 2.288
H5 -0.783 5.328 4.395
H6 -1.774 3.422 5.639
H7 -1.563 1.125 4.723
H8 -0.342 -4.169 0.505
H9 0.195 -5.656 2.395
H10 0.525 -6.001 4.775
H11 0.684 -5.127 7.085
H12 0.367 -2.691 7.481
H13 -0.052 -1.171 5.606
C18 -5.344 -3.618 -4.615
C19 -4.388 -2.475 -4.397
C20 -3.449 -2.514 -3.374
C21 -2.546 -1.477 -3.186
C22 -2.583 -0.374 -4.024
C23 -3.506 -0.323 -5.061
C24 -4.400 -1.367 -5.240
S1 -1.528 1.050 -3.794
O3 -2.313 1.978 -3.001
O4 -1.192 1.508 -5.131
N3 -0.354 0.452 -2.941
C25 0.988 0.638 -3.162
C26 1.597 0.961 -4.367
C27 2.994 1.051 -4.489
C28 3.830 0.806 -3.437
C29 3.264 0.466 -2.188
C30 4.057 0.178 -1.053
C31 3.467 -0.146 0.132
C32 2.059 -0.161 0.196
N4 1.295 0.106 -0.831
C33 1.859 0.400 -2.034
H14 -5.494 -4.186 -3.697
H15 -4.962 -4.307 -5.371
H16 -6.316 -3.260 -4.958
H17 -3.414 -3.372 -2.711
H18 -1.795 -1.550 -2.410
H19 -3.508 0.534 -5.720
H20 -5.121 -1.320 -6.049
H21 0.971 1.142 -5.226
H22 3.412 1.310 -5.455
H23 4.907 0.861 -3.540
H24 5.137 0.212 -1.148
H25 4.049 -0.376 1.014
H26 1.549 -0.382 1.127

## Properties
DFT total energy = -64324.090 eV
relative energy (zero: lowest compared OMol25 entry of this formula, charge and spin) = 0.0 kJ/mol
molar mass = 779.05 Da
Kohn-Sham gap = 7.04 eV
highest occupied orbital energy = -4.59 eV
LUMO energy = 2.45 eV
charge = -1

=====

# 2
Molecular formula: C33H27AsCrN6O8S
Method: DFT, the ωB97M-V functional and the def2-TZVPD basis

Element x y z (Å)
Cr1 -0.087 0.846 -0.151
O1 -1.567 4.165 5.594
C1 -2.249 4.256 4.572
O2 -3.271 4.876 4.275
C2 -1.687 3.419 3.398
C3 -2.171 3.619 2.106
C4 -1.603 2.921 1.065
N1 -0.611 2.039 1.290
C5 -0.166 1.795 2.532
C6 -0.675 2.492 3.608
C7 0.904 0.779 2.577
C8 1.585 0.442 3.737
C9 2.609 -0.486 3.665
C10 2.939 -1.040 2.437
C11 2.215 -0.662 1.323
N2 1.210 0.216 1.388
C12 -1.920 3.075 -0.367
C13 -2.745 4.072 -0.868
C14 -2.833 4.237 -2.239
C15 -2.077 3.424 -3.072
C16 -1.304 2.431 -2.504
N3 -1.251 2.231 -1.184
H1 -2.978 4.329 1.993
H2 -0.323 2.372 4.623
H3 1.313 0.901 4.674
H4 3.148 -0.769 4.558
H5 3.740 -1.756 2.335
H6 2.438 -1.076 0.350
H7 -3.281 4.718 -0.190
H8 -3.463 5.012 -2.651
H9 -2.089 3.547 -4.144
H10 -0.709 1.766 -3.114
O3 -1.719 -0.597 2.625
C17 -1.415 -1.114 1.578
O4 -1.315 -0.492 0.425
C18 -1.036 -2.567 1.498
C19 0.008 -2.936 0.666
C20 0.423 -4.251 0.637
C21 -0.191 -5.241 1.380
C22 -1.243 -4.837 2.184
C23 -1.671 -3.525 2.279
N4 -1.937 -5.869 2.988
O5 -2.796 -5.486 3.746
O6 -1.582 -7.013 2.831
N5 1.547 -4.597 -0.251
O7 2.003 -5.707 -0.172
O8 1.940 -3.725 -1.007
H11 0.495 -2.212 0.025
H12 0.125 -6.273 1.340
H13 -2.474 -3.262 2.952
S1 3.311 3.758 -1.096
C24 1.831 3.128 -0.554
N6 1.572 1.889 -0.870
C25 2.621 1.336 -1.611
C26 2.704 0.029 -2.097
C27 3.836 -0.340 -2.789
C28 4.880 0.569 -3.013
C29 4.811 1.860 -2.541
C30 3.669 2.233 -1.831
H14 1.149 3.729 0.028
H15 1.900 -0.680 -1.944
H16 3.920 -1.351 -3.164
H17 5.754 0.250 -3.563
H18 5.616 2.560 -2.711
C31 -1.176 -2.831 -2.320
As1 -0.898 -0.909 -2.407
C32 -0.512 -0.749 -4.321
C33 -2.779 -0.374 -2.382
H19 -1.889 -3.091 -3.102
H20 -1.583 -3.109 -1.352
H21 -0.236 -3.355 -2.490
H22 0.069 -1.615 -4.633
H23 0.072 0.144 -4.543
H24 -1.440 -0.725 -4.891
H25 -3.378 -1.189 -2.784
H26 -2.939 0.511 -2.995
H27 -3.088 -0.170 -1.359

## Properties
spin multiplicity = 4
DFT total energy = -160066.774 eV
relative energy (zero: lowest compared OMol25 entry of this formula, charge and spin) = 100.7 kJ/mol
molar mass = 794.60 Da
Kohn-Sham gap (spin up / spin down) = 6.18 / 5.90 eV
highest occupied orbital energy (spin up / spin down) = -10.26 / -10.25 eV
LUMO energy (spin up / spin down) = -4.07 / -4.35 eV
charge = +1

=====

# 3
Molecular formula: C33H27BF4O4
Method: DFT, the ωB97M-V functional and the def2-TZVPD basis

Element x y z (Å)
F1 -2.768 2.585 -3.810
C1 -2.701 1.317 -3.264
C2 -3.679 0.394 -3.638
C3 -3.568 -0.874 -3.059
F2 -4.540 -1.809 -3.355
C4 -2.578 -1.214 -2.142
C5 -1.625 -0.244 -1.720
C6 -0.415 -0.548 -0.912
C7 0.701 -0.733 -1.899
C8 1.717 -1.776 -1.778
C9 3.039 -1.575 -2.479
F3 3.956 -2.592 -2.282
C10 3.220 -0.650 -3.481
C11 2.054 0.040 -3.811
F4 2.171 1.063 -4.724
C12 0.808 -0.126 -3.191
C13 -1.694 1.029 -2.349
H1 -4.496 0.643 -4.315
H2 -2.519 -2.238 -1.759
H3 -0.398 -0.962 0.107
H4 1.431 -2.830 -1.706
H5 4.166 -0.551 -4.035
H6 -0.027 0.400 -3.653
H7 -0.885 1.750 -2.200
C14 1.114 -0.314 5.075
C15 -0.028 0.019 4.241
C16 -1.016 0.920 4.538
C17 -1.764 1.040 3.374
C18 -1.248 0.210 2.364
B1 2.553 -1.039 -0.661
C19 -1.974 0.189 1.170
C20 -3.086 -0.571 0.774
C21 -3.951 0.295 0.049
C22 -3.382 1.555 0.107
C23 -3.761 2.851 -0.400
O1 -2.166 1.498 0.685
C24 2.736 0.472 -0.456
C25 3.082 1.123 0.719
C26 2.922 2.519 0.479
C27 2.518 2.662 -0.831
C28 2.106 3.836 -1.581
O2 2.466 1.448 -1.433
C29 2.446 -1.917 0.600
C30 3.343 -2.402 1.531
C31 2.658 -3.251 2.455
C32 1.359 -3.259 2.004
C33 0.179 -3.872 2.587
O3 1.189 -2.429 0.931
O4 -0.173 -0.468 2.944
H8 0.878 -0.110 6.133
H9 1.404 -1.361 4.957
H10 1.948 0.367 4.843
H11 -1.160 1.525 5.436
H12 -2.670 1.620 3.289
H13 -3.193 -1.645 0.923
H14 -4.884 0.035 -0.460
H15 -4.594 2.723 -1.096
H16 -4.063 3.513 0.429
H17 -2.905 3.322 -0.904
H18 3.491 0.617 1.605
H19 3.140 3.345 1.152
H20 2.652 4.669 -1.125
H21 2.296 3.815 -2.664
H22 1.034 4.062 -1.440
H23 4.406 -2.181 1.506
H24 3.048 -3.837 3.306
H25 0.364 -4.962 2.671
H26 0.074 -3.431 3.597
H27 -0.758 -3.702 2.029

## Properties
DFT total energy = -54387.780 eV
relative energy (zero: lowest compared OMol25 entry of this formula, charge and spin) = 208.4 kJ/mol
molar mass = 574.38 Da
Kohn-Sham gap = 6.08 eV
highest occupied orbital energy = -7.07 eV
LUMO energy = -0.98 eV
charge = 0

=====

# 4
Molecular formula: C33H27F4IN3PRhSe
Method: DFT, the ωB97M-V functional and the def2-TZVPD basis

Element x y z (Å)
Rh1 -0.755 -3.262 -0.184
C1 -0.836 -3.663 -3.220
N1 -0.284 -2.665 -2.289
C2 -0.783 -1.325 -2.637
C3 1.189 -2.715 -2.301
C4 1.833 -1.979 -1.134
N2 1.228 -2.379 0.135
C5 1.806 -2.131 1.309
C6 1.171 -2.621 2.490
F1 0.048 -3.332 2.365
C7 1.679 -2.400 3.744
F2 1.032 -2.875 4.801
C8 2.852 -1.682 3.920
C9 3.502 -1.192 2.800
F3 4.622 -0.492 2.942
C10 3.014 -1.404 1.533
F4 3.692 -0.897 0.506
H1 -0.494 -3.465 -4.241
H2 -1.923 -3.616 -3.191
H3 -0.524 -4.661 -2.918
H4 -0.481 -1.056 -3.655
H5 -0.388 -0.587 -1.940
H6 -1.870 -1.318 -2.572
H7 1.574 -2.289 -3.236
H8 1.481 -3.766 -2.274
H9 1.738 -0.894 -1.249
H10 2.899 -2.206 -1.145
H11 3.250 -1.507 4.909
I1 -2.336 -1.412 1.068
C11 -3.338 0.215 0.166
C12 -4.631 -0.111 -0.138
C13 -5.560 0.888 -0.484
C14 -5.170 2.190 -0.439
C15 -3.837 2.548 -0.123
C16 -3.509 3.922 -0.050
C17 -2.242 4.325 0.247
C18 -1.241 3.354 0.393
C19 -1.490 2.007 0.309
P1 -0.002 0.925 0.175
C20 0.952 1.443 1.651
C21 0.545 0.880 2.864
C22 1.176 1.217 4.050
C23 2.243 2.106 4.040
C24 2.662 2.664 2.840
C25 2.016 2.341 1.654
C26 0.848 1.702 -1.250
C27 0.121 2.280 -2.294
C28 0.755 2.690 -3.457
C29 2.126 2.534 -3.602
C30 2.860 1.958 -2.574
C31 2.225 1.537 -1.415
C32 -2.840 1.556 0.124
H12 -4.963 -1.138 -0.073
H13 -6.577 0.613 -0.726
H14 -5.876 2.985 -0.640
H15 -4.295 4.644 -0.227
H16 -1.994 5.374 0.323
H17 -0.219 3.688 0.535
H18 -0.283 0.183 2.883
H19 0.834 0.788 4.984
H20 2.743 2.367 4.963
H21 3.490 3.360 2.826
H22 2.346 2.801 0.731
H23 -0.948 2.419 -2.202
H24 0.175 3.140 -4.252
H25 2.620 2.864 -4.505
H26 3.931 1.840 -2.671
H27 2.818 1.090 -0.627
Se1 -2.707 -7.397 1.238
C33 -2.061 -5.980 0.486
N3 -1.641 -5.021 -0.072

## Properties
spin multiplicity = 5
DFT total energy = -135734.482 eV
relative energy (zero: lowest compared OMol25 entry of this formula, charge and spin) = 0.0 kJ/mol
molar mass = 881.34 Da
Kohn-Sham gap (spin up / spin down) = 7.89 / 4.75 eV
highest occupied orbital energy (spin up / spin down) = -10.49 / -10.39 eV
LUMO energy (spin up / spin down) = -2.60 / -5.64 eV
charge = +1

=====

# 5
Molecular formula: C33H27N4NiO7S4Sb
Method: DFT, the ωB97M-V functional and the def2-TZVPD basis

Element x y z (Å)
Ni1 0.987 1.431 -0.968
O1 2.769 2.297 5.777
C1 3.258 1.439 5.020
O2 4.184 0.623 5.192
C2 2.604 1.372 3.605
C3 2.383 0.156 2.970
C4 1.843 0.142 1.695
N1 1.543 1.255 1.032
C5 1.739 2.434 1.636
C6 2.249 2.529 2.920
C7 1.407 3.663 0.784
O3 1.584 4.786 1.253
O4 1.002 3.387 -0.395
H1 2.638 -0.770 3.467
H2 1.669 -0.789 1.170
H3 2.374 3.505 3.365
S1 -1.423 2.148 -4.831
C8 -1.565 3.413 -3.670
C9 -0.654 3.244 -2.690
N2 0.162 2.140 -2.834
C10 -0.117 1.491 -3.920
H4 -2.305 4.188 -3.768
H5 -0.502 3.880 -1.832
H6 0.397 0.612 -4.269
S2 -1.378 1.135 -0.420
Sb1 -1.454 -1.202 -0.201
C11 -3.597 -1.482 -0.455
C12 -4.163 -1.621 -1.719
C13 -5.539 -1.719 -1.876
C14 -6.374 -1.670 -0.770
C15 -5.821 -1.516 0.492
C16 -4.444 -1.421 0.647
C17 -1.553 -1.155 2.010
C18 -1.429 0.027 2.730
C19 -1.669 0.062 4.098
C20 -2.044 -1.093 4.768
C21 -2.165 -2.284 4.065
C22 -1.923 -2.311 2.698
C23 -0.805 -3.277 0.013
C24 -1.621 -4.284 -0.471
C25 -1.303 -5.615 -0.230
C26 -0.167 -5.938 0.494
C27 0.644 -4.925 0.992
C28 0.319 -3.601 0.759
H7 -3.516 -1.643 -2.586
H8 -5.959 -1.827 -2.869
H9 -7.448 -1.744 -0.892
H10 -6.462 -1.463 1.364
H11 -4.022 -1.282 1.633
H12 -1.156 0.937 2.210
H13 -1.550 0.991 4.641
H14 -2.236 -1.071 5.835
H15 -2.445 -3.197 4.579
H16 -2.036 -3.245 2.162
H17 -2.509 -4.025 -1.038
H18 -1.948 -6.400 -0.609
H19 0.086 -6.976 0.677
H20 1.532 -5.170 1.562
H21 0.951 -2.815 1.152
O5 1.642 -1.067 -3.590
S3 0.963 -1.580 -2.407
O6 1.404 -2.905 -2.049
O7 1.057 -0.652 -1.229
S4 -1.031 -1.640 -2.826
N3 5.096 4.682 -3.745
C29 4.421 3.726 -3.002
C30 4.423 3.754 -1.609
C31 3.751 2.771 -0.917
N4 3.065 1.779 -1.493
C32 3.152 1.701 -2.828
C33 3.796 2.640 -3.610
H22 5.248 5.560 -3.277
H23 4.792 4.777 -4.700
H24 4.925 4.546 -1.069
H25 3.767 2.789 0.165
H26 2.702 0.830 -3.283
H27 3.804 2.534 -4.688

## Properties
spin multiplicity = 3
DFT total energy = -145878.927 eV
relative energy (zero: lowest compared OMol25 entry of this formula, charge and spin) = 24.8 kJ/mol
molar mass = 900.32 Da
Kohn-Sham gap (spin up / spin down) = 6.84 / 6.82 eV
highest occupied orbital energy (spin up / spin down) = -3.14 / -3.13 eV
LUMO energy (spin up / spin down) = 3.69 / 3.69 eV
charge = -2

=====

# 6
Molecular formula: C33H27N6O4Pb
Method: DFT, the ωB97M-V functional and the def2-TZVPD basis

Element x y z (Å)
Pb1 0.008 0.347 -1.475
O1 -1.981 -5.963 -6.690
C1 -0.976 -6.059 -5.828
O2 -0.481 -7.100 -5.513
C2 -0.373 -4.805 -5.248
C3 -0.213 -3.617 -5.986
C4 0.438 -2.556 -5.429
C5 0.984 -2.672 -4.111
C6 0.791 -3.865 -3.355
C7 0.154 -4.918 -3.933
N1 1.644 -1.631 -3.580
C8 2.816 -1.181 -3.739
C9 3.330 0.059 -3.157
C10 4.613 0.433 -3.513
C11 5.116 1.649 -3.061
C12 4.308 2.431 -2.267
C13 3.033 1.966 -1.933
N2 2.543 0.808 -2.361
H1 -2.361 -5.078 -6.764
H2 -0.579 -3.549 -7.003
H3 0.581 -1.632 -5.975
H4 1.205 -3.928 -2.357
H5 0.047 -5.867 -3.425
H6 3.533 -1.770 -4.314
H7 5.211 -0.211 -4.145
H8 6.114 1.968 -3.332
H9 4.643 3.388 -1.892
H10 2.401 2.545 -1.277
O3 1.151 1.252 0.394
C14 0.096 1.496 1.060
N3 0.043 2.068 2.282
C15 -1.346 2.308 2.632
C16 -2.072 1.606 1.439
O4 -3.261 1.485 1.333
N4 -1.107 1.175 0.559
C17 -1.773 1.833 3.996
C18 -3.162 1.699 4.283
C19 -3.568 1.344 5.549
C20 -2.620 1.136 6.546
C21 -1.243 1.255 6.269
C22 -0.823 1.609 5.015
C23 -1.717 3.765 2.862
C24 -2.946 4.299 2.427
C25 -3.237 5.621 2.677
C26 -2.337 6.420 3.388
C27 -1.127 5.894 3.846
C28 -0.823 4.577 3.599
H11 0.828 2.582 2.647
H12 -3.882 1.852 3.492
H13 -4.620 1.226 5.771
H14 -2.941 0.858 7.541
H15 -0.523 1.062 7.052
H16 0.234 1.686 4.799
H17 -3.644 3.680 1.879
H18 -4.167 6.044 2.323
H19 -2.584 7.454 3.587
H20 -0.438 6.516 4.400
H21 0.106 4.169 3.978
N5 2.446 -1.558 -0.014
C29 1.284 -2.280 0.130
C30 1.269 -3.590 0.632
C31 0.073 -4.260 0.723
C32 -1.111 -3.627 0.326
C33 -1.022 -2.353 -0.161
N6 0.152 -1.691 -0.282
H22 3.248 -1.985 0.422
H23 2.357 -0.580 0.233
H24 2.191 -4.046 0.965
H25 0.049 -5.267 1.118
H26 -2.071 -4.115 0.409
H27 -1.911 -1.809 -0.466

## Properties
DFT total energy = -57012.808 eV
relative energy (zero: lowest compared OMol25 entry of this formula, charge and spin) = 22.9 kJ/mol
molar mass = 778.82 Da
Kohn-Sham gap (spin up / spin down) = 5.10 / 5.34 eV
highest occupied orbital energy (spin up / spin down) = -16.32 / -16.17 eV
LUMO energy (spin up / spin down) = -11.23 / -10.83 eV
charge = +3

=====

Q: Look up the molar mass of the third one.
A: 574.38 Da